[1]
{"formula": "C7H16Cl2IrN2O2PS", "method": "ωB97M-V/def2-TZVPD", "spin_multiplicity": 5, "s2": 6.02, "e_homo_ev": [-13.56, -16.77], "e_above_lowest_kcal_mol": 23.4, "total_charge": 2, "symbols": ["C", "C", "H", "H", "H", "O", "Cl", "Ir", "P", "C", "C", "H", "H", "H", "C", "H", "H", "H", "H", "H", "H", "C", "O", "Cl", "N", "C", "N", "S", "H", "H", "H", "H"], "coordinates": [[0.487126, -0.945862, -4.464313], [0.188527, -0.447997, -3.119922], [0.898407, -0.131972, -5.076454], [-0.433884, -1.330634, -4.930448], [1.220647, -1.767936, -4.410950], [0.373305, 0.619474, -2.583946], [-0.698839, -2.029231, -2.111873], [-0.791954, -0.653460, -0.364580], [1.271437, -0.406919, 0.698133], [1.639070, 1.266551, 1.276784], [1.501122, -1.490596, 2.133259], [2.334448, -1.902253, -0.852127], [3.507904, -0.810928, -0.036732], [2.477748, -0.191906, -1.376386], [2.524265, -0.874974, -0.518491], [1.049995, -2.467252, 1.921524], [2.579947, -1.602240, 2.309886], [2.690948, 1.300760, 1.594843], [0.990645, 1.511858, 2.128293], [1.021602, -1.053307, 3.017437], [1.475486, 1.991773, 0.469466], [-0.921677, 1.153917, -0.682068], [-0.987961, 2.304094, -0.828456], [-1.089671, -2.888176, 0.592461], [-2.549691, 1.804016, 2.929501], [-2.661029, 1.030752, 1.846063], [-3.495457, 1.379069, 0.866003], [-1.789720, -0.444356, 1.789057], [-3.091219, 2.654362, 3.032103], [-1.938212, 1.520948, 3.680210], [-3.628740, 0.762262, 0.075645], [-4.154573, 2.140164, 0.996078]], "forces_ev_per_angstrom": [[0.1, -0.2, -0.7], [0.7, 2.9, 0.3], [-0.1, -0.1, 0.3], [0.3, 0.0, 0.2], [-0.3, 0.2, 0.1], [-0.6, -4.3, -1.7], [0.8, -0.2, -3.6], [0.8, -0.6, 2.8], [1.1, -0.4, 0.6], [0.1, 0.0, -0.1], [0.2, -0.1, -0.1], [0.1, 0.2, 0.1], [-0.1, -0.1, -0.3], [0.2, -0.2, 0.3], [0.2, 0.1, 0.1], [0.3, 0.3, 0.2], [-0.3, 0.0, 0.1], [-0.3, 0.1, 0.0], [0.2, 0.0, -0.2], [0.1, -0.1, -0.2], [0.1, -0.1, 0.2], [-2.3, 6.0, -1.0], [0.6, -2.8, 0.5], [-0.9, -0.8, 0.8], [0.1, -0.4, -0.7], [-1.4, 1.2, 0.3], [0.2, -0.2, 0.6], [-0.1, -0.4, 1.1], [0.1, -0.1, 0.1], [-0.1, 0.1, 0.1], [0.0, 0.1, 0.1], [0.1, -0.1, -0.2]]}

=====

[2]
{"formula": "C7H16Cl5GeHoN2S", "method": "ωB97M-V/def2-TZVPD", "spin_multiplicity": 6, "s2": 8.77, "e_homo_ev": [-19.30, -19.30], "e_above_lowest_kcal_mol": 0.0, "total_charge": 3, "symbols": ["Ho", "C", "C", "N", "C", "C", "S", "C", "C", "N", "H", "H", "H", "H", "H", "H", "H", "H", "H", "H", "H", "H", "H", "H", "Cl", "Ge", "Cl", "Cl", "Cl", "C", "Cl", "H", "H"], "coordinates": [[-1.124170, -0.821214, -0.161009], [-0.123728, 2.209840, -0.949398], [1.064475, 1.434179, -1.435875], [0.939395, -0.061692, -1.327779], [2.160728, -0.707606, -0.886921], [2.476935, -0.550121, 0.589030], [1.064157, -0.377605, 1.823321], [0.997998, 1.393915, 1.913312], [-0.374089, 1.988129, 1.579667], [-0.852425, 1.573555, 0.223689], [0.223239, 3.163359, -0.612952], [-0.819487, 2.214047, -1.812427], [1.345256, 1.788613, -2.424246], [1.984965, 1.659621, -0.853245], [0.736644, -0.353140, -2.310102], [2.101728, -1.766798, -1.139789], [3.006007, -0.330361, -1.508971], [2.917853, -1.474345, 1.004390], [3.190105, 0.260038, 0.751351], [1.137345, 1.724327, 2.962004], [1.808272, 1.892293, 1.378072], [-1.124261, 1.676754, 2.317659], [-0.326979, 3.089661, 1.595669], [-1.859066, 1.857552, 0.216141], [-5.802288, -1.951528, -0.937408], [-4.703167, 0.079850, -1.207122], [-2.456977, -0.400609, -2.375610], [-3.413410, -0.041507, 1.058144], [-2.003373, -2.988767, 1.479012], [-0.718841, -4.030425, 0.631273], [-0.608318, -3.256093, -1.224337], [-1.121399, -5.020885, 0.589935], [0.276863, -3.873030, 1.054530]], "forces_ev_per_angstrom": [[1.1, 0.9, 1.1], [-1.2, -1.1, 0.2], [2.1, -0.3, 1.4], [-2.1, 0.5, -1.7], [1.0, -0.6, -0.8], [0.0, -0.7, 1.2], [0.6, -0.5, -1.4], [-0.9, 2.0, 1.3], [0.3, 0.1, -0.7], [-0.9, -0.3, -0.5], [-0.1, 1.0, -0.4], [0.0, 0.7, 0.7], [-0.2, -0.3, -0.3], [-0.7, 0.1, -0.1], [0.5, -0.1, 0.9], [-0.2, 0.0, 0.0], [-0.3, -0.2, 0.6], [0.3, 0.5, -0.6], [-0.2, -0.1, 0.4], [0.2, -0.5, -0.3], [-0.1, -0.4, -0.2], [0.2, 0.0, -0.2], [0.1, -0.3, 0.2], [1.2, 0.1, -0.3], [0.9, 1.9, -0.4], [0.9, -2.4, 1.1], [-1.6, 0.4, 0.3], [-1.1, 0.2, -1.5], [1.4, -0.8, -0.6], [-0.7, 2.2, -0.8], [0.1, -1.4, 1.9], [0.0, -0.5, -0.5], [-0.4, -0.1, -0.1]]}

=====

[3]
{"formula": "C7H16FN2", "method": "ωB97M-V/def2-TZVPD", "spin_multiplicity": 1, "e_homo_ev": -12.10, "e_above_lowest_kcal_mol": 67.0, "total_charge": 1, "symbols": ["C", "C", "C", "C", "C", "C", "C", "N", "N", "F", "H", "H", "H", "H", "H", "H", "H", "H", "H", "H", "H", "H", "H", "H", "H", "H"], "coordinates": [[0.418620, -0.297983, 0.115366], [-1.219543, 3.082523, 0.981912], [1.379589, -2.377330, -1.932465], [-1.011091, -2.940302, -0.727522], [-0.573052, 0.813654, 0.050516], [-0.441118, 1.804911, 1.237362], [-0.040367, -2.068873, -1.561041], [1.327282, -0.293126, 1.041476], [0.942773, 2.164579, 1.509425], [-0.644109, -1.215575, -2.356032], [-0.984343, 3.851458, 1.702672], [-2.320810, 3.043232, 1.076290], [-0.996160, 3.503856, -0.000078], [2.019847, -1.592985, -2.478002], [1.216342, -3.030995, -2.882950], [2.056788, -2.976373, -1.378721], [-1.468969, -2.385802, 0.064811], [-1.751160, -3.329224, -1.341088], [-0.485179, -3.704735, -0.242901], [-1.579001, 0.352506, -0.080785], [-0.501733, 1.355362, -0.949225], [-0.990352, 1.402382, 2.120349], [1.806542, -1.194267, 1.278963], [1.193081, 2.809791, 0.774152], [1.494785, 0.681424, 1.519250], [1.151338, 2.541895, 2.458266]], "forces_ev_per_angstrom": [[-0.3, -2.0, -0.5], [-1.1, 0.8, -0.5], [-0.3, -0.1, -4.4], [2.0, 1.9, -0.5], [0.6, 0.8, -1.0], [-2.4, 0.6, 0.7], [0.9, 1.8, 3.2], [-0.1, -1.1, -0.2], [0.6, -0.3, 0.9], [0.1, -0.5, -0.3], [0.5, 0.1, 0.4], [0.4, -0.6, -0.3], [0.0, 0.0, -0.1], [-1.5, -0.4, 1.4], [0.0, 0.5, 1.2], [-0.1, -0.4, 1.4], [-0.3, 0.7, 0.1], [-1.4, -0.8, -1.3], [0.9, -1.3, 0.4], [0.5, 0.3, 0.6], [0.3, -0.5, 1.1], [1.1, -0.3, -0.3], [-0.2, 1.4, -0.6], [0.6, 0.3, 0.2], [-0.1, -0.8, -0.3], [-0.7, -0.1, -1.2]]}

=====

[4]
{"formula": "C7H16InNO5", "method": "ωB97M-V/def2-TZVPD", "spin_multiplicity": 1, "e_homo_ev": -16.86, "e_above_lowest_kcal_mol": 90.3, "total_charge": 2, "symbols": ["In", "O", "C", "O", "O", "H", "C", "O", "C", "C", "N", "C", "C", "O", "C", "H", "H", "H", "H", "H", "H", "H", "H", "H", "H", "H", "H", "H", "H", "H"], "coordinates": [[2.883310, 15.692900, -12.072990], [-0.656890, 18.450180, -9.412350], [0.220660, 18.245850, -10.381240], [0.648670, 19.244360, -10.960330], [0.693260, 17.084530, -10.644470], [-0.982570, 17.549360, -9.476040], [6.477750, 16.513090, -13.207640], [5.812060, 15.905080, -12.137810], [6.639940, 15.185970, -11.254830], [5.959920, 14.798730, -9.914150], [4.675960, 14.238770, -10.194440], [4.025970, 13.839190, -8.880230], [2.591610, 13.255200, -9.009790], [1.830100, 14.250760, -9.667540], [0.469140, 13.776830, -9.834640], [7.072710, 15.706470, -13.635980], [7.095450, 17.334080, -12.843600], [5.788350, 16.891660, -13.962310], [7.508840, 15.817900, -11.071060], [6.959210, 14.274090, -11.759450], [6.027220, 15.654280, -9.242130], [6.686230, 14.093860, -9.509510], [4.853800, 13.511540, -10.872380], [4.012060, 14.730910, -8.253530], [4.625410, 13.175900, -8.256670], [2.264190, 13.076640, -7.985580], [2.620980, 12.274840, -9.485330], [-0.203980, 14.536290, -10.232410], [0.078640, 13.518010, -8.850460], [0.382080, 12.891270, -10.464180]], "forces_ev_per_angstrom": [[0.7, -0.2, 1.5], [1.1, -1.3, -1.6], [0.4, 1.9, 1.0], [0.8, -0.7, -1.0], [-0.1, 0.6, -0.2], [-1.9, -0.9, 1.5], [1.0, -0.3, -0.6], [-2.8, 0.0, 1.2], [0.3, 0.1, -0.1], [1.8, 1.7, -1.8], [-0.6, -0.3, 2.1], [-1.0, 0.1, -0.8], [2.1, 0.8, 0.3], [-1.1, -0.5, -0.9], [-0.3, 0.0, 0.6], [0.4, 0.4, -0.5], [0.2, 0.0, -0.1], [-0.2, -0.1, 0.3], [0.2, -0.2, 0.3], [0.2, -0.2, -0.1], [-0.9, 0.0, 0.1], [-0.2, -0.6, 0.3], [-0.5, -0.7, 0.0], [-0.2, 0.3, -0.3], [0.4, -0.5, -0.6], [-0.4, 0.2, 0.1], [-0.3, 0.1, -0.5], [0.5, 0.3, -0.2], [0.0, -0.1, 0.1], [0.3, 0.0, -0.1]]}

=====

Please write out number 1 again, unchanged.
{"formula": "C7H16Cl2IrN2O2PS", "method": "ωB97M-V/def2-TZVPD", "spin_multiplicity": 5, "s2": 6.02, "e_homo_ev": [-13.56, -16.77], "e_above_lowest_kcal_mol": 23.4, "total_charge": 2, "symbols": ["C", "C", "H", "H", "H", "O", "Cl", "Ir", "P", "C", "C", "H", "H", "H", "C", "H", "H", "H", "H", "H", "H", "C", "O", "Cl", "N", "C", "N", "S", "H", "H", "H", "H"], "coordinates": [[0.487126, -0.945862, -4.464313], [0.188527, -0.447997, -3.119922], [0.898407, -0.131972, -5.076454], [-0.433884, -1.330634, -4.930448], [1.220647, -1.767936, -4.410950], [0.373305, 0.619474, -2.583946], [-0.698839, -2.029231, -2.111873], [-0.791954, -0.653460, -0.364580], [1.271437, -0.406919, 0.698133], [1.639070, 1.266551, 1.276784], [1.501122, -1.490596, 2.133259], [2.334448, -1.902253, -0.852127], [3.507904, -0.810928, -0.036732], [2.477748, -0.191906, -1.376386], [2.524265, -0.874974, -0.518491], [1.049995, -2.467252, 1.921524], [2.579947, -1.602240, 2.309886], [2.690948, 1.300760, 1.594843], [0.990645, 1.511858, 2.128293], [1.021602, -1.053307, 3.017437], [1.475486, 1.991773, 0.469466], [-0.921677, 1.153917, -0.682068], [-0.987961, 2.304094, -0.828456], [-1.089671, -2.888176, 0.592461], [-2.549691, 1.804016, 2.929501], [-2.661029, 1.030752, 1.846063], [-3.495457, 1.379069, 0.866003], [-1.789720, -0.444356, 1.789057], [-3.091219, 2.654362, 3.032103], [-1.938212, 1.520948, 3.680210], [-3.628740, 0.762262, 0.075645], [-4.154573, 2.140164, 0.996078]], "forces_ev_per_angstrom": [[0.1, -0.2, -0.7], [0.7, 2.9, 0.3], [-0.1, -0.1, 0.3], [0.3, 0.0, 0.2], [-0.3, 0.2, 0.1], [-0.6, -4.3, -1.7], [0.8, -0.2, -3.6], [0.8, -0.6, 2.8], [1.1, -0.4, 0.6], [0.1, 0.0, -0.1], [0.2, -0.1, -0.1], [0.1, 0.2, 0.1], [-0.1, -0.1, -0.3], [0.2, -0.2, 0.3], [0.2, 0.1, 0.1], [0.3, 0.3, 0.2], [-0.3, 0.0, 0.1], [-0.3, 0.1, 0.0], [0.2, 0.0, -0.2], [0.1, -0.1, -0.2], [0.1, -0.1, 0.2], [-2.3, 6.0, -1.0], [0.6, -2.8, 0.5], [-0.9, -0.8, 0.8], [0.1, -0.4, -0.7], [-1.4, 1.2, 0.3], [0.2, -0.2, 0.6], [-0.1, -0.4, 1.1], [0.1, -0.1, 0.1], [-0.1, 0.1, 0.1], [0.0, 0.1, 0.1], [0.1, -0.1, -0.2]]}

=====

Number 1 is which compound? C7H16Cl2IrN2O2PS